Formula: C42H84O21S3
Source: the Open Molecules 2025 dataset
Level of theory: wB97M-V/def2-TZVPD

```
150
Properties=species:S:1:pos:R:3:forces:R:3:lowdin_charge:R:1
O -5.17810 -2.83790 -0.01553 1.2250 1.4887 -1.4198 -0.240
S -4.55108 -1.61864 -0.50869 -1.3261 0.7645 -0.1680 0.734
O -4.37139 -1.32833 -1.96624 -0.1784 -1.0741 4.7447 -0.242
O -5.38142 -0.39658 0.21511 -0.0624 -0.4155 -0.0919 -0.205
C -4.70472 0.17471 1.36425 1.6400 -0.0913 -0.6746 -0.120
C -3.46198 -0.74040 1.61795 -0.8082 0.8877 0.3900 -0.172
O -3.22783 -1.33227 0.38564 0.3248 -1.2750 -2.9570 -0.248
H -4.31294 1.12546 1.00274 -0.0995 0.0980 0.0737 0.091
H -5.26933 0.38141 2.27343 -0.6710 -0.5885 -0.4481 0.136
H -3.55634 -1.53383 2.35934 -0.2796 0.2561 0.2232 0.122
H -2.59155 -0.10635 1.78662 0.0100 -0.1075 0.3946 0.121
O 0.76389 0.91992 3.73225 1.3243 0.5068 2.6529 -0.250
S 1.47671 1.11428 4.99459 1.4554 -0.6207 -0.0298 0.745
O 2.52024 0.17000 5.45340 -2.5600 2.4123 -1.3672 -0.243
O 2.02511 2.70025 5.05764 0.4245 -1.5546 -0.1927 -0.218
C 2.04673 3.14270 6.45432 -2.7039 -1.4980 -1.1281 -0.095
C 0.67417 2.51875 6.84390 0.2702 1.7164 4.4761 -0.261
O 0.44710 1.30480 6.27372 0.6253 -1.6988 -3.1935 -0.190
H 2.79375 2.65092 7.07739 0.4690 0.3810 -0.5134 0.132
H 1.97923 4.23027 6.48116 0.4854 -0.2484 -0.0826 0.139
H -0.22438 3.13414 6.88869 0.0992 0.4481 -1.0408 0.119
H 0.77193 2.25778 7.89768 0.0572 0.2351 0.4433 0.130
O -4.62436 3.65296 1.89734 2.6656 0.3145 1.7076 -0.224
S -3.30797 3.42079 2.48144 0.7506 -1.4764 0.1648 0.752
O -2.25780 2.87809 1.58560 -2.0732 1.4289 2.2903 -0.268
O -2.68241 4.60316 3.50274 -0.2809 -0.2401 -1.5585 -0.205
C -1.82797 4.00690 4.51454 -0.6607 -0.3725 -0.0474 -0.149
C -2.34157 2.56458 4.63843 0.2550 -1.2217 -0.3196 -0.181
O -3.49863 2.44454 3.80827 -0.5488 0.5891 -1.6359 -0.219
H -0.76689 4.09431 4.28093 -0.1321 -0.1239 -0.4473 0.121
H -1.99401 4.49272 5.47606 -0.2901 0.5115 -0.3653 0.126
H -2.64220 2.29227 5.65014 -0.1090 0.1837 -0.0951 0.135
H -1.66990 1.78998 4.26835 0.5310 0.3158 0.1900 0.105
C 0.43524 4.71477 -0.11718 -1.9493 2.5072 -0.4975 -0.154
C 0.60536 5.62288 1.18082 -3.6744 -0.4980 -2.3297 -0.150
C 1.95302 5.38863 1.60950 2.6669 0.6462 -0.1859 -0.229
O 2.51622 4.32280 0.81490 -0.0177 0.0432 0.9194 -0.097
C 1.44386 3.72232 0.11418 1.2671 -1.9370 0.1127 -0.251
H 0.48908 5.20343 -1.09002 0.7035 0.5067 0.1464 0.117
H -0.53973 4.23787 -0.21765 -0.2393 0.0770 0.5886 0.089
H -0.17871 5.18964 1.80183 0.1852 0.2718 0.6926 0.091
H 0.39758 6.68458 1.04769 -0.2066 -0.1235 -0.1920 0.119
H 1.95709 5.35619 2.69902 0.6641 -1.0528 0.2196 0.112
H 2.58022 6.23806 1.33897 0.0773 0.2319 0.2251 0.122
H 1.00242 2.95088 0.74513 0.1146 -0.5653 0.0831 0.116
H 1.79122 3.29531 -0.82662 0.3562 -0.2063 0.2071 0.131
C 3.87458 -3.58612 1.88024 -1.5787 0.4209 -0.5800 -0.175
C 4.88449 -4.03374 0.79844 -0.6005 1.0207 1.1322 -0.141
C 6.16567 -3.41273 1.34045 -0.7224 -0.2477 1.1793 -0.174
O 5.79291 -2.54959 2.46986 1.2060 -0.4902 0.5363 -0.163
C 4.37309 -2.29495 2.43160 1.9578 0.0980 -1.9891 -0.193
H 3.74738 -4.28308 2.70860 -0.1496 -0.2651 -0.3213 0.121
H 2.93969 -3.32516 1.38426 -0.5416 -0.7282 0.2578 0.091
H 4.66963 -3.56089 -0.15987 -0.4023 -0.6006 -0.0952 0.088
H 4.89726 -5.12312 0.83302 0.1790 0.1401 -0.7477 0.110
H 6.71180 -2.83586 0.59408 0.1714 -0.1081 0.1547 0.105
H 6.68519 -4.29838 1.70629 0.9625 0.6846 0.3267 0.112
H 4.36954 -1.53784 1.64747 -1.0485 0.4818 -0.0698 0.091
H 3.91531 -1.88529 3.33200 0.5147 -0.4020 0.2602 0.123
C 5.38206 -0.14833 -0.74322 -0.7772 0.5925 -0.3904 -0.152
C 4.94548 -1.10193 -1.89721 0.8039 -1.6157 1.2822 -0.180
C 4.41378 -0.26510 -3.01689 0.9109 -0.7867 0.8613 -0.233
O 5.00051 0.95463 -2.69841 0.0539 3.8441 -0.6623 -0.155
C 5.96767 1.00122 -1.59114 -1.2691 -3.1377 -1.1986 -0.132
H 6.03032 -0.55756 0.03162 0.1406 -0.2027 -0.2729 0.099
H 4.54212 0.32988 -0.23931 -0.3559 -0.3261 0.1658 0.100
H 4.33656 -1.98724 -1.71405 -0.2863 0.2243 0.6352 0.094
H 5.89337 -1.53412 -2.21784 0.2094 -0.1307 -0.2321 0.108
H 3.32804 -0.26156 -3.11306 -0.0260 0.5678 0.4150 0.104
H 4.80007 -0.70539 -3.93614 0.1556 0.3657 -0.4571 0.115
H 6.04942 1.95343 -1.06701 -0.2607 0.0398 -0.6204 0.123
H 6.87042 0.62507 -2.07243 0.6818 0.6182 0.4531 0.114
C 0.63967 -0.55517 0.62458 0.0113 -0.6906 1.1093 -0.162
C -0.42902 -0.14994 -0.33307 -0.1834 1.0475 -1.0097 -0.159
C 0.35814 0.14983 -1.63735 -1.0852 -0.2557 1.8799 -0.182
O 1.48351 -0.67629 -1.50022 1.7394 -0.6294 -1.7528 -0.130
C 1.69014 -1.27024 -0.23742 -1.8990 0.9574 1.0947 -0.171
H 0.15405 -1.26595 1.29320 0.4059 -0.0165 0.5979 0.104
H 1.00864 0.29043 1.20503 0.1953 -0.0610 -0.0983 0.097
H -0.91061 0.75102 0.04698 -0.4488 -0.0258 -0.1506 0.100
H -1.15776 -0.94648 -0.48321 0.0764 0.1382 -0.0908 0.089
H 0.61922 1.20731 -1.67820 0.2946 0.0779 -0.1516 0.110
H -0.26055 -0.09946 -2.49942 0.3187 -0.1858 -0.2808 0.092
H 2.68908 -1.14400 0.18004 0.1547 0.0670 -0.5541 0.094
H 1.38345 -2.31529 -0.19370 0.4172 -0.3780 -0.6367 0.108
C -0.81749 -5.66988 0.06431 0.2083 1.0246 -1.5703 -0.120
C -1.25941 -4.29346 -0.50834 -0.5809 0.5814 0.9052 -0.153
C -2.63222 -4.65829 -1.13811 1.4271 0.7571 0.5843 -0.185
O -2.26690 -5.82669 -1.80947 -2.5665 2.0522 -3.2562 -0.111
C -1.41276 -6.52177 -1.08426 1.4027 -3.4669 2.7078 -0.286
H -1.19991 -5.81107 1.07521 -0.1673 -0.3262 -0.2481 0.096
H 0.25962 -5.83445 0.03516 0.0181 0.3198 0.4107 0.105
H -0.57908 -3.89464 -1.26080 -0.0168 -0.3431 -0.2429 0.099
H -1.35554 -3.48636 0.21791 -0.0022 -0.0874 0.3735 0.085
H -3.01356 -3.89224 -1.81326 0.0211 -0.2494 -0.2291 0.099
H -3.38546 -4.85719 -0.37577 -0.1213 -0.0093 0.2046 0.119
H -0.64415 -6.98846 -1.70033 0.2598 0.2921 -0.1942 0.123
H -1.98308 -7.36416 -0.69284 0.1754 -0.5469 0.5733 0.117
C -0.71955 -2.52282 5.49432 -0.6335 1.4204 1.0790 -0.191
C -1.56776 -2.87485 4.31081 -0.3541 -1.3113 -0.0594 -0.176
C -0.82436 -4.12295 3.81941 2.0081 1.3051 -0.9254 -0.106
O 0.62623 -3.85471 4.24082 -1.6832 -0.4430 -0.5806 -0.144
C 0.65208 -2.59702 4.91667 0.6220 -0.5511 0.4671 -0.242
H -0.74180 -3.20900 6.34094 -0.4170 -0.3266 -0.1980 0.126
H -1.04366 -1.55938 5.88780 0.3812 0.3049 0.0975 0.110
H -1.51711 -2.05629 3.59285 0.2392 -0.0675 -0.2120 0.095
H -2.63031 -3.04409 4.48532 0.0310 -0.1832 0.3035 0.115
H -0.77920 -4.12845 2.73035 -0.0969 -0.2381 -0.0691 0.087
H -1.15514 -5.10712 4.15120 0.0882 0.2647 0.4817 0.118
H 0.93504 -1.75563 4.28414 -0.2518 -0.0237 -0.4683 0.091
H 1.41168 -2.64276 5.69705 0.1225 -0.1442 -0.0029 0.123
C -0.24687 2.11432 -5.83543 -1.5511 -0.6381 -3.8483 -0.207
C -0.32840 3.52735 -6.42924 -0.2329 -1.3112 -0.9369 -0.184
C -0.27354 4.32864 -5.21310 0.6606 -0.1834 0.8017 -0.195
O 0.50233 3.50821 -4.27411 0.0850 1.0887 0.8418 -0.146
C 0.76667 2.20278 -4.82502 0.2652 1.1126 0.5848 -0.212
H 0.12185 1.57119 -6.70558 -0.4716 -1.0682 0.2893 0.121
H -1.19720 1.72598 -5.46913 -0.0362 -0.0057 -0.1044 0.118
H -1.20129 3.75262 -7.04194 -0.0643 -0.2611 0.0176 0.123
H 0.55121 3.59161 -7.06975 0.1310 0.5380 0.0313 0.118
H -1.29826 4.43325 -4.85659 0.0773 0.3655 0.4675 0.112
H 0.19345 5.28177 -5.46124 0.1376 0.1866 0.8960 0.122
H 0.58484 1.37950 -4.13419 0.6620 0.4012 0.5707 0.104
H 1.75313 2.20548 -5.28868 0.3002 -0.2587 0.4173 0.131
C -2.42446 2.74988 -2.32734 2.4014 -0.5197 0.4021 -0.196
C -3.26059 1.54740 -2.50778 0.8689 -1.3287 1.1207 -0.188
C -4.32316 2.03660 -3.39819 -3.4948 -2.0368 0.5230 -0.260
O -4.29096 3.39223 -3.41298 0.9529 3.4298 -0.1861 -0.105
C -3.38610 3.84941 -2.36625 -0.7555 0.8436 -1.2204 -0.157
H -1.72571 2.74299 -3.16388 0.3983 0.6496 0.2197 0.108
H -1.93307 2.60628 -1.36504 0.5631 0.5501 -0.1139 0.102
H -3.66922 1.35623 -1.51552 -0.2841 -0.5713 -0.0524 0.103
H -2.62944 0.70299 -2.78475 -0.3900 -0.1545 -0.2529 0.105
H -5.25026 1.85696 -2.85381 -0.5515 -0.8734 0.0146 0.119
H -4.55005 1.57365 -4.35855 0.8973 0.2504 -0.4136 0.130
H -3.83979 3.99472 -1.38587 -0.6450 -0.1549 0.0443 0.120
H -3.02514 4.82307 -2.69759 0.1846 -0.0766 0.0264 0.124
C -1.46842 -2.71687 -3.84766 0.7170 -0.8409 -0.8900 -0.172
C -2.70196 -2.20526 -4.53348 -0.6491 1.2807 -0.9359 -0.175
C -2.30606 -1.88627 -5.99730 2.3266 -0.5793 1.7425 -0.157
O -0.94634 -1.43458 -5.80306 0.7925 0.0986 0.3025 -0.187
C -0.31714 -2.18819 -4.71732 -0.8212 1.2138 -0.3868 -0.158
H -1.50270 -3.80052 -3.96011 0.2985 -0.1712 0.6537 0.114
H -1.29327 -2.39902 -2.81985 -0.5174 -0.2022 0.0625 0.093
H -2.86711 -1.20138 -4.14227 -0.8262 -0.1474 0.2768 0.086
H -3.57506 -2.85746 -4.51290 -0.0480 0.2159 0.4941 0.119
H -2.86918 -1.03890 -6.38840 -0.0448 -0.5029 -0.4579 0.121
H -2.10397 -2.76547 -6.60908 -1.3570 -0.1328 -0.4833 0.119
H 0.28305 -1.42941 -4.21520 0.1941 -0.2415 0.1564 0.095
H 0.33074 -3.00885 -5.02530 0.0108 0.0972 -0.5492 0.113
```
Forces are in eV/Å.

Calculated values
- LUMO energy (eV) = -0.32
- total charge = 0
- molar mass (g/mol) = 1021.31
- relative energy (zero: lowest compared OMol25 entry of this formula, charge and spin) (kcal/mol) = 2.0
- Kohn-Sham gap (Eh) = 0.3183
- SMILES string = O=S1(=O)OCCO1.O=S1(=O)OCCO1.O=S1(=O)OCCO1.C1CCOC1.C1CCOC1.C1CCOC1.C1CCOC1.C1CCOC1.C1CCOC1.C1CCOC1.C1CCOC1.C1CCOC1
- maximum force (hartree/bohr) = 0.09467